Record 1
{"formula": "C44H33Br2N4PSbSe4W", "method": "ωB97M-V with the def2-TZVPD basis set", "spin_multiplicity": 1, "e_lumo_ev": [0.374, 0.166], "de_lowest_kj_mol": 590.4, "charge": -1, "species": ["W", "C", "N", "C", "C", "C", "C", "C", "N", "C", "C", "C", "C", "C", "C", "H", "H", "H", "H", "H", "H", "H", "H", "H", "H", "H", "C", "C", "C", "C", "C", "C", "P", "C", "C", "C", "C", "C", "C", "C", "C", "C", "C", "C", "C", "C", "C", "C", "C", "H", "H", "H", "H", "H", "H", "H", "H", "H", "H", "H", "H", "H", "H", "H", "H", "Br", "C", "C", "C", "N", "C", "C", "C", "C", "C", "Br", "C", "C", "N", "H", "H", "H", "H", "H", "H", "Se", "Sb", "Se", "Se", "Se"], "xyz": [[0.06, 0.07, 0.00], [-2.23, -1.50, -2.29], [-1.77, -1.27, -0.91], [-2.71, -1.28, 0.03], [-2.35, -0.99, 1.36], [-3.06, -1.17, 2.55], [-2.17, -0.89, 3.58], [-0.96, -0.56, 3.00], [-1.02, -0.61, 1.64], [-1.12, -1.87, -3.23], [-0.21, -0.93, -3.71], [0.75, -1.27, -4.64], [0.85, -2.57, -5.08], [-0.04, -3.52, -4.61], [-1.03, -3.17, -3.71], [-2.71, -0.58, -2.66], [-3.00, -2.28, -2.29], [-3.75, -1.51, -0.22], [-4.09, -1.47, 2.62], [-2.37, -0.93, 4.63], [-0.04, -0.30, 3.50], [-0.28, 0.12, -3.41], [1.40, -0.50, -5.03], [1.61, -2.84, -5.80], [0.02, -4.54, -4.96], [-1.77, -3.90, -3.41], [1.60, -6.85, -0.84], [0.44, -6.32, -1.36], [0.24, -4.95, -1.35], [1.20, -4.11, -0.83], [2.37, -4.65, -0.29], [2.56, -6.02, -0.30], [0.98, -2.27, -0.72], [0.88, -2.74, 1.24], [1.74, -2.72, 2.33], [1.31, -3.21, 3.56], [0.04, -3.73, 3.72], [-0.82, -3.78, 2.63], [-0.39, -3.30, 1.41], [2.32, -1.83, -1.86], [3.09, -2.75, -2.58], [4.04, -2.31, -3.49], [4.29, -0.97, -3.68], [3.54, -0.01, -2.99], [3.77, 1.38, -3.15], [3.03, 2.30, -2.45], [2.01, 1.86, -1.61], [1.69, 0.51, -1.41], [2.52, -0.43, -2.10], [1.76, -7.92, -0.85], [-0.32, -6.96, -1.77], [-0.67, -4.53, -1.75], [3.12, -4.00, 0.13], [3.47, -6.43, 0.12], [2.74, -2.32, 2.26], [2.00, -3.18, 4.39], [-0.28, -4.09, 4.68], [-1.81, -4.18, 2.74], [-1.05, -3.36, 0.55], [2.93, -3.81, -2.47], [4.60, -3.05, -4.05], [5.07, -0.65, -4.35], [4.55, 1.70, -3.82], [3.22, 3.35, -2.56], [1.42, 2.64, -1.07], [5.59, 0.67, 4.11], [4.14, 0.66, 2.88], [4.19, -0.22, 1.76], [3.06, -0.35, 1.02], [1.87, 0.31, 1.20], [1.93, 1.33, 2.20], [3.04, 1.42, 3.08], [0.84, 2.21, 2.26], [0.77, 3.36, 3.09], [-0.35, 4.14, 3.06], [-0.44, 5.72, 4.10], [-1.48, 3.75, 2.30], [-1.36, 2.62, 1.55], [-0.22, 1.89, 1.41], [5.07, -0.79, 1.52], [3.08, -1.06, 0.19], [2.99, 2.10, 3.92], [1.61, 3.63, 3.71], [-2.39, 4.32, 2.30], [-2.23, 2.26, 1.00], [-1.97, 2.58, -5.03], [-2.46, 2.84, -2.66], [-1.11, 1.39, -1.23], [-2.18, 5.20, -2.14], [-4.84, 2.39, -2.45]]}

Record 2
{"formula": "C44H33BrN5O6TeV", "method": "ωB97M-V with the def2-TZVPD basis set", "spin_multiplicity": 2, "e_lumo_ev": [-4.171, -4.213], "charge": 1, "s2": 0.7622, "species": ["V", "C", "C", "C", "C", "C", "O", "C", "C", "C", "C", "C", "C", "C", "O", "C", "C", "C", "N", "C", "C", "Te", "C", "C", "C", "C", "C", "C", "C", "C", "C", "C", "C", "C", "H", "H", "H", "H", "H", "H", "H", "H", "H", "H", "H", "H", "H", "H", "H", "H", "H", "H", "H", "H", "H", "H", "H", "H", "Br", "C", "C", "C", "C", "C", "C", "N", "N", "C", "C", "C", "C", "O", "C", "N", "C", "C", "C", "C", "H", "H", "H", "H", "H", "H", "H", "H", "H", "O", "N", "O", "O"], "xyz": [[0.65, -1.24, 0.08], [-6.13, -1.99, -1.19], [-4.65, -2.01, -1.02], [-3.89, -3.12, -1.38], [-2.51, -3.11, -1.27], [-1.61, -4.25, -1.66], [-1.51, -4.58, -2.82], [-0.83, -4.87, -0.57], [-1.15, -4.67, 0.78], [-0.42, -5.33, 1.76], [0.63, -6.16, 1.41], [0.95, -6.36, 0.08], [0.21, -5.73, -0.91], [-1.86, -1.95, -0.82], [-0.57, -1.88, -0.70], [-2.61, -0.80, -0.47], [-4.00, -0.87, -0.56], [-1.89, 0.43, -0.17], [-0.64, 0.45, 0.15], [-0.01, 1.74, 0.35], [0.38, 1.96, 1.80], [-1.30, 2.36, 3.11], [-2.02, 0.34, 3.28], [-3.39, 0.10, 3.36], [-3.85, -1.19, 3.50], [-2.95, -2.24, 3.59], [-1.59, -2.00, 3.56], [-1.13, -0.71, 3.39], [-2.68, 1.66, -0.50], [-2.57, 2.15, -1.80], [-3.35, 3.23, -2.20], [-4.23, 3.82, -1.31], [-4.34, 3.33, -0.02], [-3.58, 2.24, 0.38], [-6.54, -3.00, -1.20], [-6.38, -1.53, -2.14], [-6.61, -1.41, -0.40], [-4.38, -4.02, -1.74], [-1.98, -4.03, 1.06], [-0.69, -5.20, 2.80], [1.19, -6.67, 2.18], [1.76, -7.02, -0.19], [0.43, -5.89, -1.95], [-4.58, -0.01, -0.27], [-0.66, 2.55, 0.01], [0.90, 1.76, -0.26], [1.02, 2.84, 1.87], [0.92, 1.10, 2.18], [-4.09, 0.92, 3.34], [-4.91, -1.38, 3.57], [-3.32, -3.25, 3.71], [-0.88, -2.80, 3.68], [-0.06, -0.52, 3.38], [-1.89, 1.69, -2.49], [-3.28, 3.59, -3.21], [-4.84, 4.65, -1.63], [-5.03, 3.78, 0.67], [-3.71, 1.83, 1.37], [4.90, 7.70, 1.82], [5.26, 6.32, 0.57], [6.58, 5.99, 0.27], [6.84, 4.99, -0.64], [5.78, 4.26, -1.21], [4.46, 4.63, -0.92], [4.20, 5.67, -0.04], [6.08, 3.30, -2.14], [5.47, 2.26, -2.35], [4.61, 1.61, -1.52], [4.85, 1.53, -0.14], [4.02, 0.84, 0.73], [2.88, 0.20, 0.22], [1.97, -0.43, 0.88], [2.65, 0.23, -1.18], [1.51, -0.40, -1.54], [1.22, -0.47, -2.82], [2.04, 0.10, -3.81], [3.18, 0.79, -3.45], [3.51, 0.88, -2.09], [7.39, 6.53, 0.74], [7.85, 4.72, -0.89], [3.64, 4.13, -1.41], [3.19, 5.97, 0.17], [5.73, 2.01, 0.26], [4.23, 0.82, 1.78], [0.31, -1.00, -3.10], [1.77, 0.00, -4.84], [3.82, 1.25, -4.19], [1.77, -2.87, 0.12], [1.55, -2.80, 1.33], [2.33, -3.22, 2.14], [0.49, -2.28, 1.68]]}

Record 3
{"formula": "C44H33F9IrN3O2PS4", "method": "ωB97M-V with the def2-TZVPD basis set", "spin_multiplicity": 1, "e_lumo_ev": [1.529, 1.528], "charge": -1, "species": ["Ir", "C", "C", "C", "C", "C", "C", "C", "C", "N", "C", "O", "C", "C", "C", "C", "C", "N", "C", "O", "N", "C", "C", "C", "C", "C", "C", "C", "C", "H", "H", "H", "H", "H", "H", "H", "H", "H", "H", "H", "H", "H", "H", "H", "H", "H", "H", "H", "H", "H", "S", "S", "S", "S", "F", "C", "F", "F", "C", "C", "C", "C", "C", "C", "P", "C", "C", "C", "C", "C", "C", "C", "F", "F", "F", "C", "C", "C", "C", "C", "C", "C", "F", "F", "F", "H", "H", "H", "H", "H", "H", "H", "H", "H", "H", "H", "H"], "xyz": [[-1.60, 0.24, -0.77], [3.08, -0.51, -1.18], [3.41, -0.66, 0.28], [4.72, -0.43, 0.70], [5.08, -0.58, 2.03], [4.14, -0.99, 2.95], [2.82, -1.22, 2.57], [1.84, -1.68, 3.62], [2.46, -1.04, 1.23], [1.10, -1.24, 0.79], [0.95, -2.30, -0.06], [1.76, -3.21, -0.16], [-0.20, -2.40, -1.06], [-0.74, -3.64, -1.34], [-1.58, -3.76, -2.42], [-1.69, -2.70, -3.31], [-1.09, -1.50, -2.98], [-0.46, -1.32, -1.81], [-0.92, -0.47, -4.09], [-0.88, -0.92, -5.23], [-0.69, 0.82, -3.79], [-0.29, 1.68, -4.87], [1.05, 2.04, -4.97], [2.06, 1.47, -4.01], [1.42, 2.91, -5.99], [0.48, 3.40, -6.88], [-0.85, 3.02, -6.77], [-1.26, 2.16, -5.75], [-2.70, 1.73, -5.64], [3.75, 0.20, -1.65], [2.05, -0.17, -1.33], [3.18, -1.48, -1.68], [5.45, -0.11, -0.03], [6.11, -0.40, 2.34], [4.41, -1.13, 3.99], [2.11, -1.27, 4.60], [1.85, -2.77, 3.71], [0.82, -1.38, 3.41], [-0.48, -4.48, -0.71], [-2.09, -4.70, -2.62], [-2.21, -2.77, -4.25], [2.09, 0.38, -4.08], [1.79, 1.72, -2.98], [3.05, 1.86, -4.22], [2.46, 3.21, -6.08], [0.78, 4.07, -7.68], [-1.59, 3.40, -7.47], [-3.37, 2.56, -5.89], [-2.95, 1.39, -4.63], [-2.90, 0.91, -6.33], [-2.99, 1.80, 0.19], [-4.54, 1.43, -1.12], [-3.71, -0.21, -1.97], [-1.09, 1.77, -2.37], [-3.23, -6.42, 1.42], [-3.83, -5.33, 1.94], [-5.02, -5.21, 1.35], [-4.07, -5.62, 3.24], [-2.98, -4.10, 1.79], [-3.53, -2.91, 1.36], [-2.72, -1.78, 1.26], [-1.35, -1.83, 1.53], [-0.83, -3.05, 1.99], [-1.64, -4.17, 2.13], [-0.35, -0.15, 1.22], [0.96, 1.27, 1.30], [1.63, 1.62, 2.48], [2.70, 2.50, 2.48], [3.10, 3.08, 1.29], [2.42, 2.80, 0.12], [1.36, 1.90, 0.13], [4.28, 4.01, 1.24], [4.00, 5.15, 0.58], [5.33, 3.45, 0.60], [4.72, 4.36, 2.46], [-1.15, 0.52, 2.82], [-1.65, -0.25, 3.86], [-2.38, 0.32, 4.90], [-2.62, 1.69, 4.90], [-2.12, 2.48, 3.88], [-1.39, 1.90, 2.86], [-3.47, 2.27, 5.99], [-3.40, 3.61, 6.03], [-4.77, 1.95, 5.85], [-3.10, 1.82, 7.21], [-4.58, -2.84, 1.11], [-3.18, -0.84, 0.97], [0.22, -3.14, 2.23], [-1.22, -5.10, 2.50], [1.31, 1.19, 3.43], [3.23, 2.72, 3.40], [2.71, 3.28, -0.81], [0.84, 1.68, -0.79], [-1.48, -1.32, 3.89], [-2.77, -0.30, 5.69], [-2.32, 3.54, 3.87], [-1.01, 2.53, 2.07]]}

Record 4
{"formula": "C44H35AlN2O7P2", "method": "ωB97M-V with the def2-TZVPD basis set", "spin_multiplicity": 1, "e_lumo_ev": -7.652, "de_lowest_kj_mol": 0.0, "charge": 2, "species": ["Al", "P", "C", "O", "P", "C", "C", "C", "C", "C", "C", "C", "C", "C", "C", "C", "H", "H", "H", "H", "H", "C", "C", "C", "C", "C", "H", "H", "H", "H", "H", "C", "C", "C", "C", "C", "H", "H", "H", "H", "H", "C", "C", "C", "C", "C", "H", "H", "H", "H", "H", "C", "C", "C", "C", "C", "H", "H", "H", "H", "H", "C", "C", "C", "C", "C", "H", "H", "H", "H", "H", "H", "H", "O", "C", "O", "C", "C", "C", "C", "C", "C", "N", "O", "O", "N", "O", "O", "H", "H", "H"], "xyz": [[0.47, -0.11, -0.01], [-0.02, -2.41, -0.24], [-1.28, -0.13, 1.38], [-0.45, -0.22, 2.35], [0.19, 2.40, -0.39], [0.06, -3.36, 1.32], [1.27, -3.22, -1.22], [-1.63, -2.91, -0.98], [-1.42, 3.34, -0.56], [0.98, 3.22, 1.06], [1.22, 3.08, -1.76], [-1.08, -3.95, 1.90], [-0.97, -4.55, 3.17], [0.24, -4.56, 3.86], [1.38, -4.00, 3.27], [1.29, -3.43, 1.99], [-2.03, -3.92, 1.38], [-1.86, -5.01, 3.60], [0.32, -5.00, 4.85], [2.33, -3.99, 3.79], [2.19, -3.04, 1.51], [-2.82, -2.38, -0.46], [-4.05, -2.76, -0.99], [-4.11, -3.69, -2.04], [-2.92, -4.22, -2.55], [-1.69, -3.83, -2.03], [-2.80, -1.67, 0.37], [-4.97, -2.33, -0.59], [-5.08, -4.00, -2.44], [-2.96, -4.94, -3.37], [-0.76, -4.22, -2.45], [1.67, -4.53, -0.94], [2.67, -5.13, -1.72], [3.24, -4.42, -2.78], [2.81, -3.13, -3.08], [1.81, -2.53, -2.31], [1.20, -5.09, -0.13], [2.97, -6.15, -1.49], [4.01, -4.90, -3.40], [3.23, -2.59, -3.93], [1.43, -1.53, -2.56], [2.39, 3.38, 1.12], [3.00, 3.90, 2.26], [2.25, 4.22, 3.39], [0.87, 4.02, 3.36], [0.23, 3.56, 2.20], [2.99, 3.09, 0.26], [4.09, 4.03, 2.27], [2.71, 4.63, 4.29], [0.27, 4.30, 4.22], [-0.85, 3.44, 2.19], [-2.60, 2.72, -0.09], [-3.84, 3.35, -0.20], [-3.93, 4.64, -0.76], [-2.77, 5.27, -1.21], [-1.53, 4.62, -1.12], [-2.57, 1.73, 0.37], [-4.73, 2.84, 0.15], [-4.91, 5.14, -0.83], [-2.83, 6.26, -1.65], [-0.65, 5.12, -1.52], [1.73, 4.39, -1.80], [2.56, 4.80, -2.85], [2.89, 3.91, -3.88], [2.37, 2.61, -3.86], [1.51, 2.21, -2.83], [1.50, 5.10, -1.01], [2.94, 5.82, -2.86], [3.55, 4.23, -4.69], [2.61, 1.91, -4.66], [1.07, 1.21, -2.85], [-2.40, -0.07, 1.72], [-1.38, 0.07, 0.20], [3.59, -1.55, 0.64], [2.97, -0.64, 1.19], [2.10, 0.20, 0.60], [3.04, -0.36, 2.65], [3.85, -1.25, 3.34], [3.85, -1.20, 4.74], [3.09, -0.26, 5.43], [2.25, 0.61, 4.73], [2.23, 0.57, 3.32], [1.31, 1.45, 5.42], [1.35, 1.54, 6.66], [0.39, 1.97, 4.77], [4.37, -2.32, 5.46], [4.75, -3.34, 4.85], [4.37, -2.25, 6.70], [4.38, -2.01, 2.73], [3.09, -0.30, 6.51], [1.57, 1.28, 2.79]]}